[1]
{
  "formula": "C8H13N3O6",
  "method": "wB97M-V/def2-TZVPD",
  "smiles": "NC(=O)C[C@H](NC(=O)[C@@H](N)CC(=O)O)C(=O)O",
  "homo_ev": -9.688,
  "gap_ev": 9.985,
  "total_charge": 0,
  "spin_multiplicity": 1,
  "e_above_lowest_kcal_mol": 19.63,
  "elements": ["O", "O", "O", "O", "O", "O", "N", "N", "N", "C", "C", "C", "C", "C", "C", "C", "C", "H", "H", "H", "H", "H", "H", "H", "H", "H", "H", "H", "H", "H"],
  "coordinates": [[2.446, 1.755, 2.034], [1.455, -1.847, -1.030], [-2.161, -0.071, -1.658], [-4.324, -0.220, -1.148], [-2.070, 1.457, 1.203], [3.762, 0.771, 0.499], [0.204, 1.112, 1.000], [2.520, -0.823, -2.771], [-1.012, -1.472, 2.008], [1.314, 0.391, 0.436], [1.776, -0.840, -1.614], [-1.255, -0.761, 0.760], [1.244, 0.507, -1.097], [2.679, 0.970, 0.973], [-2.754, -1.129, 0.383], [-1.123, 0.731, 0.994], [-3.193, -0.415, -0.848], [-0.284, -1.006, 2.537], [-2.529, 0.484, -2.387], [0.195, 0.560, -1.343], [-0.468, -1.068, -0.005], [3.145, -1.625, -2.886], [0.333, 2.055, 1.266], [1.377, -0.644, 0.819], [3.017, 0.048, -2.941], [-3.329, -0.809, 1.224], [-0.577, -2.352, 1.801], [1.729, 1.388, -1.494], [-2.921, -2.226, 0.251], [3.321, 1.982, 2.359]],
  "mulliken_charge": [-0.447, -0.587, -0.380, -0.577, -0.658, -0.578, -0.099, -0.501, -0.811, 0.288, 0.451, 0.842, -0.645, 0.153, -0.616, 0.130, 0.407, 0.300, 0.311, 0.151, -0.062, 0.283, 0.217, 0.303, 0.271, 0.302, 0.283, 0.578, 0.316, 0.378]
}

***

[2]
{
  "formula": "C8H13N4",
  "method": "wB97M-V/def2-TZVPD",
  "smiles": "CC(C)[NH2+][C@H]1c2ncnc(N)c21",
  "homo_ev": -13.035,
  "gap_ev": 9.770,
  "total_charge": 1,
  "spin_multiplicity": 1,
  "e_above_lowest_kcal_mol": 105.98,
  "elements": ["N", "N", "N", "N", "C", "C", "C", "C", "C", "C", "C", "C", "H", "H", "H", "H", "H", "H", "H", "H", "H", "H", "H", "H", "H"],
  "coordinates": [[-0.929, 0.741, -3.970], [1.264, 0.845, -3.275], [-0.845, -0.384, 0.707], [2.080, 0.766, -1.036], [0.969, -0.480, 2.468], [-0.431, 0.941, -0.065], [0.856, 0.720, -0.700], [-0.536, -0.454, 2.158], [-0.002, 0.840, -2.948], [-1.359, -1.662, 2.645], [-0.208, 0.739, -1.573], [2.231, 0.789, -2.402], [-2.076, -1.296, 3.318], [1.142, -0.678, 3.453], [-0.791, 1.793, 0.461], [3.163, 0.763, -2.886], [-0.661, -2.289, 3.229], [-0.847, 0.574, 2.532], [-1.910, -0.482, 0.570], [-1.816, 1.223, -4.061], [-1.588, -2.250, 1.839], [-0.217, -1.122, 0.278], [-0.355, 0.944, -4.879], [1.327, 0.544, 2.220], [1.540, -1.125, 1.915]],
  "mulliken_charge": [-0.494, -0.491, -0.271, -0.677, -1.672, -0.750, 0.823, 0.440, 0.147, -1.394, 0.232, -0.256, 0.319, 0.502, 0.475, 0.448, 0.378, 0.383, 0.388, 0.297, 0.502, 0.489, 0.323, 0.383, 0.478]
}

***

[3]
{
  "formula": "C8H13N4O2",
  "method": "wB97M-V/def2-TZVPD",
  "homo_ev": -13.907,
  "gap_ev": 9.912,
  "total_charge": 1,
  "spin_multiplicity": 1,
  "e_above_lowest_kcal_mol": 81.62,
  "elements": ["O", "O", "N", "N", "N", "N", "C", "C", "C", "C", "C", "C", "C", "C", "H", "H", "H", "H", "H", "H", "H", "H", "H", "H", "H", "H", "H"],
  "coordinates": [[-1.300, -1.685, 1.352], [-2.016, -1.250, -0.878], [3.150, 1.209, -1.310], [2.196, 1.467, -0.346], [3.814, 2.919, -0.073], [-0.720, 1.433, -0.125], [-3.325, -2.368, 2.394], [-0.007, 0.797, -0.982], [-1.315, -1.066, 0.089], [4.108, 2.185, -1.106], [-0.246, 0.007, 0.252], [2.680, 2.464, 0.384], [-2.178, -2.814, 1.647], [0.066, 0.670, -2.414], [-2.999, -1.366, 2.764], [-3.612, -2.955, 3.338], [2.222, 2.914, 1.319], [0.075, 1.565, -3.071], [0.913, 0.092, -2.947], [0.485, -0.230, 0.950], [-1.263, 2.147, 0.269], [-0.814, 0.116, -2.608], [-1.538, -3.508, 2.209], [-2.447, -3.356, 0.658], [4.998, 2.470, -1.676], [-4.182, -2.279, 1.798], [3.258, 0.420, -1.889]],
  "mulliken_charge": [-0.265, -0.526, -0.178, -0.214, -0.486, -0.142, -1.021, 0.761, 0.396, -0.058, -0.031, -0.075, -0.149, -1.148, 0.268, 0.301, 0.360, 0.331, 0.295, 0.460, 0.238, 0.372, 0.300, 0.278, 0.401, 0.320, 0.212]
}

***

[4]
{
  "formula": "C8H13NO",
  "method": "wB97M-V/def2-TZVPD",
  "smiles": "CC1=C(C)CC(C#N)C1.O",
  "homo_ev": -9.077,
  "gap_ev": 9.792,
  "total_charge": 0,
  "spin_multiplicity": 1,
  "e_above_lowest_kcal_mol": 41.21,
  "elements": ["O", "N", "C", "C", "C", "C", "C", "C", "C", "C", "H", "H", "H", "H", "H", "H", "H", "H", "H", "H", "H", "H", "H"],
  "coordinates": [[3.967, 1.158, 1.107], [3.417, -1.146, 0.169], [-1.068, 0.596, 0.007], [-2.498, -1.512, -0.242], [0.103, -1.423, -0.366], [1.090, -0.255, -0.577], [2.464, -0.491, -0.104], [-1.229, -0.721, -0.214], [-2.114, 1.635, 0.257], [0.396, 0.970, 0.064], [-2.002, 2.062, 1.267], [-2.639, -1.985, -1.227], [4.382, 0.119, 1.032], [0.340, -1.996, 0.546], [-2.011, 2.470, -0.453], [1.171, -0.065, -1.658], [-3.380, -0.894, -0.029], [0.120, -2.132, -1.206], [0.709, 1.119, 1.112], [-2.466, -2.325, 0.500], [0.625, 1.899, -0.477], [-3.132, 1.235, 0.167], [3.755, 1.683, 0.328]],
  "mulliken_charge": [-0.737, -0.666, 0.447, -1.361, -0.914, 0.503, 0.096, 0.554, -1.372, -0.871, 0.288, 0.297, 0.403, 0.357, 0.308, 0.289, 0.314, 0.373, 0.343, 0.300, 0.412, 0.334, 0.305]
}

***

[5]
{
  "formula": "C8H13NO",
  "method": "wB97M-V/def2-TZVPD",
  "smiles": "CC1=C(N)CC[C@H](C)C1=O",
  "homo_ev": -8.266,
  "gap_ev": 9.083,
  "total_charge": 0,
  "spin_multiplicity": 1,
  "e_above_lowest_kcal_mol": 0.00,
  "elements": ["O", "N", "C", "C", "C", "C", "C", "C", "C", "C", "H", "H", "H", "H", "H", "H", "H", "H", "H", "H", "H", "H", "H"],
  "coordinates": [[0.708, 0.474, 2.391], [-2.167, -1.341, -0.881], [-1.444, -1.246, 1.933], [0.441, 1.460, -1.082], [0.372, 0.430, 1.218], [-0.210, 0.134, -1.585], [2.541, 0.429, -0.104], [-0.733, -0.465, 0.810], [1.225, 1.168, 0.188], [-1.072, -0.551, -0.514], [-0.814, -2.089, 2.223], [-2.406, -1.686, 1.613], [3.105, 0.271, 0.821], [3.146, 1.008, -0.796], [1.450, 2.157, 0.635], [-0.382, 2.176, -0.857], [-0.802, 0.343, -2.475], [2.376, -0.573, -0.534], [0.544, -0.574, -1.901], [-1.674, -0.646, 2.811], [-2.404, -1.457, -1.872], [-2.920, -1.352, -0.209], [1.119, 1.932, -1.833]],
  "mulliken_charge": [-0.672, -0.509, -1.479, -0.920, 0.157, -0.901, -1.448, 0.154, 0.491, 0.948, 0.254, 0.327, 0.387, 0.351, 0.314, 0.325, 0.442, 0.318, 0.379, 0.320, 0.228, 0.178, 0.355]
}

***

[6]
{
  "formula": "C8H13NO",
  "method": "wB97M-V/def2-TZVPD",
  "smiles": "[O-][N+]1=CCCC12CCCC2",
  "homo_ev": -8.278,
  "gap_ev": 9.133,
  "total_charge": 0,
  "spin_multiplicity": 1,
  "e_above_lowest_kcal_mol": 67.62,
  "elements": ["O", "N", "C", "C", "C", "C", "C", "C", "C", "C", "H", "H", "H", "H", "H", "H", "H", "H", "H", "H", "H", "H", "H"],
  "coordinates": [[2.425, -0.645, 0.258], [1.606, 0.291, 0.012], [1.863, 1.468, -0.439], [-1.274, -1.598, 0.793], [0.168, 0.124, 0.124], [-0.356, -0.672, -1.198], [-0.225, -0.711, 1.363], [-0.321, 1.574, 0.252], [0.680, 2.285, -0.477], [-0.828, -2.003, -0.641], [2.808, 1.767, -0.823], [-0.028, -2.769, -0.574], [0.325, -0.789, -2.028], [0.389, 2.518, -1.508], [-1.697, -2.447, -1.163], [-2.316, -1.149, 0.854], [-0.173, 1.974, 1.311], [-0.662, -0.153, 2.258], [-1.318, -0.331, -1.484], [0.606, -1.284, 1.722], [-1.342, -2.457, 1.458], [1.029, 3.209, 0.018], [-1.356, 1.799, -0.088]],
  "mulliken_charge": [-0.736, 0.552, -0.533, -0.671, 0.903, -0.999, -1.037, -0.821, -0.572, -0.595, 0.508, 0.301, 0.394, 0.264, 0.374, 0.284, 0.301, 0.281, 0.335, 0.420, 0.403, 0.346, 0.298]
}

***

[7]
{
  "formula": "C8H13NO2",
  "method": "wB97M-V/def2-TZVPD",
  "homo_ev": [-7.502, -6.319],
  "gap_ev": [7.985, 6.950],
  "total_charge": 0,
  "spin_multiplicity": 1,
  "e_above_lowest_kcal_mol": 129.51,
  "elements": ["O", "O", "N", "C", "C", "C", "C", "C", "C", "C", "C", "H", "H", "H", "H", "H", "H", "H", "H", "H", "H", "H", "H", "H"],
  "coordinates": [[0.184, 2.902, 0.621], [1.326, -1.168, 0.889], [-1.637, -0.206, -0.204], [-1.393, 0.291, -2.356], [-1.906, -0.631, -1.456], [1.101, -2.105, -0.208], [-0.824, 0.923, -0.286], [-0.684, 1.192, 2.124], [2.046, -0.086, 0.424], [-0.721, 1.280, -1.642], [-0.215, 1.588, 0.813], [2.183, -2.518, -0.435], [3.063, 0.065, 0.887], [0.489, -1.567, -1.045], [0.177, 1.486, 2.906], [0.378, -2.994, 0.121], [-0.107, 2.025, -2.068], [0.585, 3.083, -0.184], [-0.799, 0.189, 2.212], [-1.466, 0.189, -3.480], [1.742, 0.440, -0.479], [-2.096, -0.700, 0.569], [-1.566, 1.696, 2.538], [-2.559, -1.521, -1.467]],
  "mulliken_charge": [-0.522, -0.273, 0.066, -0.543, -0.587, -0.413, 0.577, -1.441, -0.646, -0.677, 0.456, 0.302, 0.302, 0.168, 0.299, 0.164, 0.395, 0.302, 0.399, 0.316, 0.432, 0.218, 0.320, 0.385]
}

***

[8]
{
  "formula": "C8H13NO3SV",
  "method": "wB97M-V/def2-TZVPD",
  "homo_ev": [-1.890, -3.518],
  "gap_ev": [5.058, 6.682],
  "total_charge": -1,
  "s2": 2.15,
  "spin_multiplicity": 3,
  "e_above_lowest_kcal_mol": 19.94,
  "elements": ["V", "S", "O", "O", "O", "N", "C", "C", "C", "C", "C", "C", "C", "C", "H", "H", "H", "H", "H", "H", "H", "H", "H", "H", "H", "H", "H"],
  "coordinates": [[0.077, -0.701, -0.736], [1.488, 0.562, 1.469], [0.889, 1.340, 0.340], [1.641, -0.882, 1.091], [0.848, 0.775, 2.755], [0.745, -2.292, -0.812], [-2.284, 0.010, -0.281], [-2.111, -1.291, -0.849], [-1.623, 0.061, 0.973], [-1.096, -1.237, 1.248], [-0.794, 1.901, -1.657], [3.169, 1.184, 1.567], [-1.434, -2.094, 0.136], [-0.232, 0.827, -2.281], [3.547, 1.276, 0.544], [3.110, 2.160, 2.055], [0.795, 0.863, -2.678], [3.771, 0.489, 2.159], [-1.648, 0.912, 1.654], [1.304, -3.152, -0.790], [-0.211, 2.665, -1.156], [-0.834, -0.041, -2.647], [-2.470, -1.626, -1.817], [-1.826, 2.204, -1.858], [-2.823, 0.837, -0.730], [-0.703, -1.582, 2.201], [-1.293, -3.168, 0.099]],
  "lowdin_spin": [1.702, 0.004, 0.009, 0.029, 0.001, -0.304, 0.036, 0.002, -0.005, 0.007, 0.374, 0.001, -0.006, 0.075, 0.000, 0.000, 0.019, 0.000, 0.000, -0.013, 0.023, 0.015, 0.004, 0.023, 0.003, 0.002, -0.001]
}

***

| no. | E_tot (eV) |
| --- | --- |
| 1 | -25263.6442 |
| 2 | -14456.7621 |
| 3 | -18551.7015 |
| 4 | -12042.7683 |
| 5 | -12044.5552 |
| 6 | -12041.6227 |
| 7 | -14086.6956 |
| 8 | -52659.5217 |